No. 1
{"formula": "C18H19F4N4PtSe", "method": "ωB97M-V/def2-TZVPD", "elements": ["Pt", "C", "C", "N", "C", "C", "C", "C", "N", "C", "C", "F", "C", "F", "C", "C", "F", "C", "F", "H", "H", "H", "H", "H", "H", "H", "H", "H", "H", "H", "H", "H", "H", "H", "Se", "N", "C", "C", "C", "C", "C", "C", "N", "H", "H", "H", "H"], "coordinates": [[-0.228390, 0.555272, -0.251807], [1.408342, -1.491317, 1.438931], [0.742929, -0.490590, 2.364735], [-0.362727, 0.399175, 1.771312], [-1.692567, -0.103426, 2.293053], [-1.995371, -1.561586, 2.034606], [-0.181820, 1.827034, 2.163434], [1.133858, 2.314389, 1.613847], [1.309307, 1.733623, 0.253389], [2.246767, 2.102708, -0.566456], [2.308344, 1.520637, -1.911102], [1.382051, 0.640352, -2.241873], [3.253186, 1.894326, -2.811061], [3.271376, 1.373328, -4.006305], [4.225048, 2.855163, -2.455897], [4.244795, 3.450294, -1.194631], [5.162356, 4.326611, -0.897142], [3.301612, 3.106576, -0.258735], [3.335089, 3.634414, 0.922317], [2.273214, -1.908967, 1.953351], [1.750076, -1.009906, 0.530279], [0.748157, -2.320206, 1.185221], [1.490315, 0.165537, 2.801697], [0.264150, -1.014183, 3.189549], [-2.454145, 0.546537, 1.863819], [-1.661464, 0.084436, 3.369869], [-1.911911, -1.840341, 0.986846], [-3.026223, -1.737580, 2.342507], [-1.371839, -2.235295, 2.620437], [-0.216727, 1.925606, 3.251952], [-1.011967, 2.404290, 1.757948], [1.987208, 2.007734, 2.222749], [1.169580, 3.403906, 1.592300], [4.982219, 3.140187, -3.185118], [-3.516644, 0.812435, -0.898604], [-1.969895, -0.186299, -0.850382], [-2.226021, -1.390541, -1.401565], [-1.319208, -2.460019, -1.566473], [-1.787865, -3.605066, -2.146612], [-3.142431, -3.758151, -2.586538], [-4.038992, -2.752516, -2.447118], [-3.594628, -1.531605, -1.842450], [-4.377374, -0.490445, -1.651185], [-0.286326, -2.372008, -1.252087], [-1.107825, -4.435771, -2.287279], [-3.441374, -4.693381, -3.039340], [-5.066263, -2.835382, -2.774404]], "atomic_forces_ev_per_a": [[-0.20, 0.15, 0.69], [-0.36, -0.05, 0.15], [-0.01, 0.03, 0.20], [-0.08, -0.60, -0.17], [-0.23, 0.26, -0.09], [0.05, -0.10, 0.00], [-0.07, -0.03, 0.28], [0.26, 0.11, -0.05], [0.08, 0.37, -0.25], [0.63, 0.32, -0.07], [0.07, 0.20, 0.19], [-0.15, -0.05, -0.08], [-0.04, -0.07, -0.06], [0.01, 0.01, 0.00], [0.00, 0.02, 0.05], [0.01, 0.02, 0.02], [-0.02, -0.01, 0.01], [-0.29, -0.34, -0.05], [0.01, 0.02, 0.01], [0.01, 0.00, 0.01], [0.25, -0.04, -0.25], [-0.02, 0.05, -0.06], [-0.02, 0.04, -0.01], [0.08, 0.06, 0.06], [-0.01, 0.00, 0.04], [0.00, 0.06, -0.01], [0.01, 0.03, 0.07], [0.00, -0.01, 0.02], [-0.02, 0.01, 0.03], [0.12, -0.06, -0.02], [-0.03, -0.05, 0.00], [0.04, -0.05, -0.06], [-0.09, 0.01, -0.16], [-0.01, -0.02, -0.02], [0.15, 0.03, 0.07], [-0.15, -0.43, -0.35], [0.21, 0.23, -0.05], [-0.07, -0.01, -0.02], [0.01, 0.01, 0.00], [-0.03, 0.05, 0.01], [0.09, -0.03, 0.01], [-0.09, -0.08, -0.05], [-0.11, -0.07, -0.06], [-0.01, -0.01, 0.01], [-0.01, -0.01, -0.01], [0.02, -0.01, 0.01], [-0.01, 0.03, 0.01]], "nbo_charge": [0.960, -0.636, -0.241, -0.278, -0.226, -0.651, -0.260, -0.293, -0.308, 0.172, 0.389, -0.251, 0.335, -0.217, -0.018, 0.309, -0.213, 0.466, -0.210, 0.281, 0.190, 0.242, 0.215, 0.254, 0.218, 0.243, 0.214, 0.278, 0.238, 0.274, 0.249, 0.273, 0.290, 0.320, 1.058, -0.838, 0.267, -0.325, -0.060, -0.189, -0.128, 0.070, -0.482, 0.225, 0.255, 0.268, 0.273], "spin_multiplicity": 1, "homo_energy_ha": [-0.646, -0.646], "orbital_gap_ev": [3.7, 3.7], "total_charge": 3}

---

No. 2
{"formula": "C18H19F6N5O7PdS4", "method": "ωB97M-V/def2-TZVPD", "elements": ["Pd", "C", "C", "N", "C", "C", "S", "C", "C", "S", "C", "N", "C", "H", "H", "H", "H", "H", "H", "H", "H", "F", "C", "F", "F", "S", "O", "O", "N", "S", "O", "O", "C", "F", "F", "F", "C", "C", "C", "C", "C", "C", "O", "N", "C", "O", "N", "C", "O", "H", "H", "H", "H", "H", "H", "H", "H", "H", "H", "H"], "coordinates": [[-0.268482, -0.424187, 0.970709], [1.579727, -0.016623, -2.036106], [2.250913, 0.126863, -0.718571], [1.678384, 0.008121, 0.450859], [2.561360, 0.154003, 1.510258], [3.834514, 0.394999, 1.122962], [3.923602, 0.466147, -0.582313], [2.013281, 0.057725, 2.857318], [2.630725, 0.198354, 4.056707], [1.484099, 0.008655, 5.311907], [0.231770, -0.240474, 4.169833], [0.669010, -0.189190, 2.948375], [-1.181983, -0.476558, 4.565286], [0.535009, -0.282384, -1.896329], [2.076093, -0.789562, -2.624836], [1.626031, 0.924203, -2.582235], [4.699875, 0.550259, 1.744253], [3.670090, 0.396027, 4.255838], [-1.263213, -0.609228, 5.641907], [-1.571986, -1.357969, 4.057416], [-1.791569, 0.377038, 4.265484], [-4.990142, -1.161116, 1.196988], [-4.579401, -0.031773, 1.765915], [-4.485501, -0.228475, 3.087247], [-5.485505, 0.917810, 1.547522], [-2.890751, 0.584851, 1.065288], [-2.189453, -0.712687, 1.495664], [-3.190763, 0.701525, -0.339241], [-1.091936, 1.417414, 1.243083], [-0.786767, 2.586663, 0.194923], [-1.903632, 3.461609, 0.049154], [-0.017815, 2.152360, -0.935611], [0.442276, 3.575584, 1.183602], [0.927941, 4.576416, 0.449353], [-0.105462, 4.087646, 2.278986], [1.478308, 2.796932, 1.550640], [0.930915, -4.061829, -2.688706], [-0.527536, -4.340331, -2.349607], [-0.844415, -4.136148, -0.860615], [-2.351902, -4.393363, -0.604535], [-2.776637, -4.243723, 0.850304], [-0.052357, -5.134679, -0.035019], [-0.025963, -6.315034, -0.294441], [0.618799, -4.642277, 1.062635], [0.710544, -3.313987, 1.465773], [1.324992, -3.018851, 2.470602], [0.103864, -2.401540, 0.654479], [-0.583072, -2.700671, -0.468211], [-1.050626, -1.760955, -1.111095], [1.119023, -4.218958, -3.750688], [1.602287, -4.721416, -2.134513], [1.193951, -3.026942, -2.457579], [-0.784549, -5.369616, -2.600478], [-1.183406, -3.679960, -2.917736], [-2.569096, -5.398488, -0.969928], [-2.898392, -3.684187, -1.227984], [-2.286089, -4.978436, 1.491960], [-3.852019, -4.393863, 0.941025], [-2.557615, -3.241747, 1.232102], [1.110050, -5.309574, 1.640821]], "atomic_forces_ev_per_a": [[-0.05, 0.39, 0.06], [-0.02, -0.02, -0.03], [-0.02, 0.08, 0.02], [0.13, -0.05, 0.15], [0.13, -0.03, -0.11], [-0.08, 0.06, 0.04], [-0.06, -0.11, -0.02], [0.08, 0.01, 0.08], [-0.06, -0.02, -0.08], [0.03, 0.00, -0.05], [0.06, -0.02, 0.09], [-0.12, 0.01, -0.05], [-0.04, 0.02, -0.03], [-0.01, 0.01, -0.01], [0.01, 0.02, 0.01], [-0.03, 0.02, 0.01], [-0.01, 0.01, 0.00], [-0.01, 0.00, 0.01], [-0.03, -0.01, 0.00], [0.02, 0.01, 0.00], [-0.01, -0.01, 0.00], [0.09, 0.06, 0.00], [-0.17, 0.11, 0.09], [0.09, 0.00, -0.05], [0.06, -0.05, -0.03], [-0.02, 0.14, 0.08], [-0.06, -0.27, 0.00], [-0.10, -0.04, -0.05], [0.14, -0.39, -0.38], [0.30, 0.25, 0.65], [-0.15, 0.04, -0.14], [0.02, -0.03, -0.23], [-0.05, -0.07, -0.19], [-0.03, -0.03, -0.06], [-0.04, -0.06, 0.09], [-0.03, 0.05, 0.04], [0.00, 0.01, -0.02], [0.02, 0.01, 0.03], [-0.06, -0.02, -0.11], [0.01, -0.01, -0.04], [-0.02, 0.08, 0.03], [-0.02, -0.02, 0.02], [-0.02, 0.01, -0.01], [0.03, -0.02, 0.01], [0.14, -0.08, 0.07], [-0.05, -0.02, -0.02], [0.04, 0.14, 0.11], [-0.08, -0.07, 0.04], [0.05, 0.02, -0.05], [0.00, 0.00, 0.01], [0.00, 0.00, 0.00], [0.01, 0.00, 0.01], [0.00, 0.00, 0.01], [0.00, 0.01, 0.01], [0.01, -0.01, 0.02], [0.00, 0.00, -0.01], [0.01, 0.00, 0.01], [0.00, -0.01, 0.01], [-0.03, -0.08, -0.03], [-0.01, 0.00, -0.01]], "nbo_charge": [1.314, -0.681, 0.140, -0.458, 0.117, -0.408, 0.509, 0.115, -0.416, 0.502, 0.116, -0.439, -0.662, 0.280, 0.235, 0.264, 0.255, 0.253, 0.232, 0.259, 0.255, -0.308, 0.787, -0.329, -0.314, 1.787, -0.937, -0.888, -1.123, 2.244, -0.905, -0.952, 0.712, -0.312, -0.309, -0.339, -0.617, -0.365, -0.272, -0.355, -0.630, 0.721, -0.582, -0.662, 0.799, -0.627, -0.698, 0.713, -0.630, 0.223, 0.208, 0.196, 0.228, 0.226, 0.222, 0.228, 0.203, 0.227, 0.220, 0.429], "s2": 2.01, "spin_multiplicity": 3, "homo_energy_ha": [-0.312, -0.349], "orbital_gap_ev": [7.2, 7.6], "total_charge": 0}